Density functional theory data (ωB97M-V with the def2-TZVPD basis set) for a 2-piece molecular cluster, C5H13N2O overall at a distorted geometry.

Each line ends with the Löwdin charge.
Atoms and positions in Å:
C  -1.06  0.00  -0.48  -0.210
C  -0.10  1.14  0.08  -0.157
C  1.27  0.57  0.43  -0.459
C  2.14  1.06  1.36  -0.031
C  2.79  -1.21  -0.13  -0.165
N  1.60  -0.63  -0.26  -0.130
N  -0.79  -0.02  -1.96  0.072
H  -0.64  -0.99  -0.03  0.135
H  -2.13  0.03  -0.21  0.092
H  -0.55  1.52  1.12  0.146
H  -0.03  1.99  -0.62  0.093
H  2.25  2.11  1.71  0.044
H  2.83  0.52  1.85  -0.026
H  3.52  -1.01  0.60  -0.002
H  3.12  -1.96  -0.90  0.027
H  -1.38  0.78  -2.41  0.182
H  0.30  -0.23  -2.12  0.206
H  -1.53  -0.69  -2.45  0.187
H  -4.44  -0.54  1.19  -0.081
H  -3.11  -1.33  1.45  0.088
O  -4.06  -1.08  1.75  -0.011

Computed properties:
Relative energy (zero: lowest compared OMol25 entry of this formula, charge and spin)   125.9 kcal/mol
Spin multiplicity   2
HOMO-LUMO gap (alpha / beta)   3.368 / 5.898 eV
Lowest unoccupied orbital energy (alpha / beta)   -0.75 / -0.78 eV